Molecular formula: C16H32AlClN2O2PS3
Method: DFT, the ωB97M-V functional and the def2-TZVPD basis

Structure (ORCA input):
```
! RIJCOSX wB97M-V def2-TZVPD def2/J DEFGRID3
* xyz 3 1
C -1.547 -3.327 -3.162
C -2.512 -3.601 -1.996
C -1.883 -3.435 -0.615
C -1.597 -1.962 -0.256
N -0.309 -1.506 -0.792
C 0.861 -2.013 -0.031
C 2.109 -1.145 0.067
C 2.079 0.054 1.041
C 1.270 -0.187 2.308
N 1.017 1.108 2.999
C -0.202 1.129 3.594
O -0.868 0.165 3.948
O -0.767 2.358 3.783
P -1.957 2.136 4.865
S -3.285 0.871 4.107
C 2.158 1.570 3.852
Cl 1.860 1.112 5.554
C 2.554 3.033 3.719
C 1.616 4.109 4.251
C -0.254 -0.253 -1.403
S -1.054 1.012 -0.768
S 0.767 -0.193 -2.839
C -0.087 1.005 -3.918
C -0.891 0.351 -5.056
C -1.033 1.274 -6.278
H -1.511 -4.171 -3.851
H -0.521 -3.164 -2.816
H -1.850 -2.457 -3.748
H -2.876 -4.626 -2.067
H -3.384 -2.948 -2.068
H -0.961 -4.019 -0.553
H -2.566 -3.806 0.150
H -2.385 -1.323 -0.649
H -1.599 -1.857 0.837
H 0.470 -2.273 0.954
H 1.152 -2.971 -0.479
H 2.431 -0.779 -0.908
H 2.895 -1.836 0.380
H 1.723 0.969 0.561
H 3.122 0.248 1.304
H 0.299 -0.614 2.072
H 1.795 -0.853 3.000
H -1.326 1.662 6.013
H -2.476 3.413 5.076
H 3.004 0.970 3.529
H 2.788 3.211 2.666
H 3.498 3.101 4.266
H 1.269 3.881 5.261
H 0.775 4.298 3.585
H 2.166 5.046 4.317
H 0.692 1.687 -4.273
H -0.752 1.611 -3.301
H -0.492 -0.643 -5.317
H -1.896 0.161 -4.674
H -0.322 1.070 -7.096
H -0.881 2.319 -6.004
H -2.025 1.195 -6.716
Al 1.702 -0.165 -6.425
*
```

Calculated values
E_HOMO (Ha): -0.6006
Molecular weight (Da): 474.1
E_tot (eV): -85068.473

Okay, here come the Löwdin numbers, in e, for every atom: -0.0873 -0.2230 -0.1619 -0.1798 -0.1286 -0.1363 -0.1593 -0.1491 -0.1332 0.0103 -0.6351 0.0003 -0.1848 0.6396 0.6907 -0.5934 0.7625 -0.2360 -0.0988 -1.0404 0.8904 0.9216 -0.5000 -0.3803 -0.1126 0.0837 0.0534 0.0564 0.1200 0.1134 0.1179 0.1271 0.1047 0.1250 0.1277 0.1459 0.0766 0.1355 0.1047 0.1255 0.1040 0.1546 0.0572 0.0595 0.1109 0.1252 0.1263 0.0636 0.0665 0.0933 0.0723 0.0536 0.0287 0.1246 0.0013 0.0990 0.1023 1.1639